5
Properties=species:S:1:pos:R:3:forces:R:3 method="wB97M-V/def2-TZVPD" de_lowest_kj_mol=412.6 charge=0 orbital_gap_ev="8.24 / 10.33"
C 0.098 -0.434 -0.019 -0.650 0.416 -0.436
Br 1.831 0.145 0.042 0.460 0.080 0.079
H -1.285 1.764 0.169 0.194 -0.387 0.006
H -0.367 -0.462 -0.992 0.041 -0.035 0.088
H -0.278 -1.012 0.799 -0.046 -0.075 0.263

50
Properties=species:S:1:pos:R:3:forces:R:3 method="wB97M-V/def2-TZVPD" multiplicity=4 charge=0 orbital_gap_ev="6.42 / 6.31"
Co 0.856 -1.232 -0.096 0.422 -0.721 0.663
S 0.888 -1.115 2.222 -0.007 0.301 -0.154
C 1.047 0.602 2.178 -0.009 0.545 0.561
N 1.223 1.282 3.324 -0.078 -0.279 -0.629
N 1.025 2.593 3.308 -0.126 0.236 0.040
C -0.012 3.363 2.712 0.325 -0.168 0.155
C -1.176 2.810 2.185 -0.072 -0.001 0.056
C -2.174 3.648 1.716 0.021 -0.011 -0.021
C -2.029 5.030 1.754 0.000 -0.027 0.009
C -0.868 5.572 2.282 0.010 0.000 0.002
C 0.135 4.743 2.764 0.051 0.096 -0.071
N 1.093 1.368 1.040 0.161 -0.458 0.062
N 1.117 0.711 -0.053 -0.325 0.784 -0.518
C 1.212 1.522 -1.227 0.126 -0.291 0.170
C 0.838 2.861 -1.253 -0.031 0.051 0.080
C 0.943 3.567 -2.439 0.028 -0.013 -0.023
C 1.423 2.949 -3.590 -0.010 0.031 0.050
C 1.796 1.614 -3.554 0.009 -0.048 0.033
C 1.688 0.895 -2.372 -0.011 -0.006 -0.101
H 1.511 3.052 4.063 -0.180 -0.038 0.087
H -1.316 1.740 2.163 0.026 -0.048 -0.013
H -3.081 3.211 1.317 0.008 0.004 0.008
H -2.817 5.674 1.388 0.014 -0.012 -0.022
H -0.736 6.646 2.320 -0.001 -0.014 0.015
H 1.045 5.168 3.173 -0.023 -0.002 -0.011
H 0.464 3.327 -0.349 0.000 0.007 -0.027
H 0.652 4.609 -2.467 -0.013 -0.008 -0.001
H 1.507 3.510 -4.511 -0.009 0.000 0.011
H 2.181 1.131 -4.442 -0.011 -0.004 0.005
H 1.997 -0.145 -2.323 0.004 0.011 -0.023
C -2.483 -1.318 -0.065 0.014 -0.002 0.030
C -1.839 -2.647 -0.319 -0.065 -0.058 0.030
C -2.583 -3.843 -0.363 -0.080 0.107 0.004
C -1.948 -5.036 -0.541 0.053 -0.123 -0.047
C -0.545 -5.084 -0.693 -0.019 0.024 0.050
C 0.232 -6.257 -0.852 -0.154 0.020 -0.018
Br -0.607 -7.953 -0.941 -0.004 -0.005 0.024
C 1.587 -6.174 -0.947 0.190 0.086 -0.006
C 2.247 -4.929 -0.912 -0.003 -0.243 -0.060
Br 4.122 -4.885 -1.047 0.072 -0.018 -0.022
C 1.565 -3.735 -0.794 -0.172 0.225 -0.068
O 2.119 -2.556 -0.793 -0.216 0.023 -0.017
C 0.133 -3.853 -0.659 0.024 0.206 0.009
N -0.533 -2.671 -0.468 -0.004 -0.195 -0.270
H -3.568 -1.397 -0.043 0.000 -0.006 -0.001
H -2.199 -0.599 -0.835 0.008 0.004 -0.014
H -2.138 -0.932 0.898 -0.006 0.006 -0.004
H -3.657 -3.801 -0.243 0.020 0.003 0.003
H -2.513 -5.960 -0.563 0.017 0.010 -0.001
H 2.176 -7.075 -1.050 0.022 0.023 -0.015

96
Properties=species:S:1:pos:R:3:forces:R:3 method="wB97M-V/def2-TZVPD" multiplicity=2 de_lowest_kj_mol=189.0 charge=+1 orbital_gap_ev="7.86 / 6.37"
Ir -0.457 -0.699 -0.157 0.011 -0.079 0.090
C -2.970 1.743 -5.767 -0.001 0.003 0.001
C -2.873 1.206 -4.365 0.006 0.019 -0.008
C -3.450 -0.009 -4.018 -0.004 -0.019 0.006
C -3.331 -0.531 -2.734 -0.025 0.025 0.006
C -2.633 0.171 -1.772 0.016 0.052 -0.032
N -2.453 -0.257 -0.436 0.001 -0.089 0.005
C -3.102 0.609 0.458 -0.002 0.008 0.006
C -4.132 1.475 0.031 0.021 0.001 0.022
C -4.743 2.374 0.879 0.016 -0.007 -0.011
C -4.371 2.500 2.216 -0.016 0.013 0.009
C -4.984 3.541 3.111 0.011 -0.009 -0.004
C -3.414 1.615 2.672 -0.016 -0.001 0.006
C -2.834 0.671 1.830 -0.020 0.041 -0.023
N -2.055 -0.340 2.452 -0.023 -0.034 0.007
C -2.366 -0.986 3.593 0.018 -0.020 0.010
C -1.475 -2.023 3.744 0.010 0.025 0.006
C -0.653 -1.947 2.621 -0.004 -0.025 0.015
N -1.007 -0.919 1.852 -0.001 0.101 -0.046
C -2.052 1.385 -2.117 -0.008 -0.037 0.059
C -2.153 1.903 -3.393 0.008 0.000 -0.010
N -1.267 2.048 -1.112 0.028 0.030 -0.083
C -1.058 3.378 -1.086 -0.038 -0.008 0.003
C 0.209 3.610 -0.629 0.009 -0.020 0.009
C 0.770 2.330 -0.438 -0.023 0.075 0.077
N -0.155 1.395 -0.625 -0.012 -0.083 -0.027
H -3.844 1.345 -6.280 0.000 -0.003 0.001
H -2.089 1.465 -6.349 0.000 0.001 0.000
H -3.039 2.831 -5.771 -0.001 -0.002 0.000
H -4.008 -0.559 -4.766 0.004 -0.005 0.002
H -3.791 -1.473 -2.466 -0.001 -0.004 0.000
H -4.465 1.426 -0.995 -0.004 0.007 -0.005
H -5.530 3.007 0.484 -0.002 -0.004 -0.004
H -6.061 3.607 2.956 0.001 -0.004 -0.001
H -4.564 4.529 2.911 0.000 -0.001 0.000
H -4.808 3.313 4.162 0.002 0.003 0.002
H -3.107 1.641 3.711 0.007 -0.011 -0.006
H -3.211 -0.678 4.183 0.003 0.003 -0.003
H -1.429 -2.738 4.546 -0.002 -0.002 0.001
H 0.139 -2.599 2.307 0.025 -0.009 -0.022
H -1.659 2.833 -3.646 -0.002 0.000 -0.004
H -1.823 4.052 -1.433 0.001 0.000 -0.003
H 0.683 4.562 -0.475 0.006 -0.001 -0.004
H 2.329 0.924 -0.244 -0.019 -0.028 -0.018
S 0.176 -1.284 -2.362 -0.012 0.011 -0.014
C -0.547 -2.777 -1.834 0.000 0.027 0.001
C -0.788 -3.949 -2.542 -0.012 -0.022 0.015
C -1.498 -4.953 -1.916 0.020 0.018 -0.021
C -1.972 -4.771 -0.617 -0.012 0.014 0.025
C -1.687 -3.592 0.034 0.003 -0.022 0.005
N -0.956 -2.643 -0.555 -0.004 0.040 -0.026
H -0.439 -4.039 -3.561 -0.003 -0.004 0.000
H -1.708 -5.875 -2.443 0.000 -0.002 0.001
H -2.558 -5.530 -0.119 0.002 -0.005 -0.005
H -2.034 -3.389 1.037 0.006 0.005 0.010
C 3.923 1.342 -2.279 0.012 0.022 0.012
C 2.680 2.167 -1.961 0.005 -0.007 0.009
C 2.929 3.616 -2.380 -0.001 -0.027 0.023
C 2.231 1.982 -0.461 0.089 0.050 -0.062
C 3.060 2.793 0.476 -0.041 -0.039 0.017
C 3.524 2.458 1.711 0.022 -0.014 0.025
C 3.389 1.330 2.542 0.023 -0.009 0.001
C 2.720 0.056 2.491 0.154 -0.106 -0.066
C 2.728 -0.693 3.839 -0.019 0.004 0.045
C 1.603 -0.181 4.737 0.014 -0.006 0.026
C 2.771 -2.210 3.715 -0.008 0.017 0.001
C 2.181 -0.571 1.462 -0.317 0.278 0.020
N 1.620 -1.210 0.552 0.146 -0.136 -0.014
C 2.456 -2.223 -0.076 0.010 -0.010 0.021
C 3.619 -1.876 -0.740 -0.001 -0.012 -0.008
C 4.392 -2.843 -1.359 0.009 -0.004 -0.003
C 4.015 -4.177 -1.298 -0.002 -0.001 -0.002
C 2.888 -4.547 -0.580 0.010 0.021 0.007
C 2.138 -3.566 0.034 -0.032 -0.004 -0.008
F 1.096 -3.941 0.806 0.000 0.021 0.003
H 4.325 1.636 -3.250 0.014 -0.004 0.005
H 3.696 0.280 -2.337 -0.010 0.005 0.002
H 4.709 1.507 -1.536 -0.007 -0.017 0.002
H 1.856 1.773 -2.566 -0.010 0.016 0.012
H 3.858 3.993 -1.949 0.007 0.025 -0.010
H 2.122 4.295 -2.113 -0.002 -0.018 0.002
H 3.040 3.657 -3.463 0.005 -0.003 -0.005
H 3.316 3.788 0.137 -0.016 0.029 0.002
H 4.114 3.234 2.187 -0.006 0.011 -0.009
H 3.883 1.460 3.498 0.002 -0.003 -0.006
H 3.674 -0.391 4.296 0.009 -0.015 -0.021
H 0.624 -0.396 4.312 0.003 -0.007 -0.020
H 1.682 0.898 4.877 -0.012 0.000 0.002
H 1.659 -0.654 5.719 0.006 0.004 0.001
H 1.863 -2.620 3.279 -0.025 -0.017 -0.018
H 2.886 -2.657 4.702 0.001 0.004 0.002
H 3.616 -2.527 3.101 -0.003 -0.005 -0.004
H 3.916 -0.838 -0.757 -0.003 0.002 -0.001
H 5.291 -2.553 -1.885 0.001 -0.004 -0.001
H 4.612 -4.936 -1.785 -0.001 -0.001 0.003
H 2.590 -5.580 -0.467 0.006 -0.002 -0.003